Record 1
Entry from the Open Molecules 2025 dataset: a structure of composition C13H9BrN3O9S2Tc (ωB97M-V/def2-TZVPD).

## Properties
Orbital gap (alpha / beta) = 6.70 / 8.01 eV
E_HOMO (alpha / beta) = -13.00 / -13.80 eV
LUMO level (alpha / beta) = -6.29 / -5.79 eV
Total charge = +1
Total energy = -4792.91377 Eh
Expectation value of S² = 3.979
2S+1 = 4
F_max = 0.01680 hartree/bohr

Last column: Mulliken charge in e.
Element x y z (Å)
Tc 0.555 -0.977 1.937  0.4955
C -0.440 4.716 1.677  -1.3650
C 0.515 3.561 1.764  0.5386
C 1.895 3.737 1.803  -0.2036
C 2.764 2.655 1.937  -0.5936
C 2.166 1.428 2.004  0.7070
Br 3.058 -0.248 2.233  -0.0604
N 0.861 1.210 1.919  -0.1796
C 0.035 2.257 1.812  -0.6621
H 0.088 5.666 1.677  0.3753
H -1.130 4.704 2.521  0.3557
H -1.041 4.654 0.769  0.3427
H 2.308 4.735 1.729  0.4026
H 3.836 2.776 1.981  0.4423
H -1.023 2.028 1.773  0.5945
O -3.334 -0.240 0.907  -0.5293
C -2.236 -0.612 0.639  0.3938
O -1.287 -0.716 1.619  -0.6184
C -1.775 -0.891 -0.756  0.6811
C -0.486 -1.307 -1.023  0.0941
C -0.028 -1.380 -2.320  -0.2395
C -0.849 -1.126 -3.397  -0.4746
C -2.154 -0.763 -3.104  -0.0295
C -2.633 -0.617 -1.819  -0.6652
N -3.066 -0.469 -4.239  1.0430
O -4.178 -0.085 -3.961  -0.5889
O -2.622 -0.634 -5.352  -0.5907
N 1.406 -1.665 -2.527  1.0093
O 1.764 -1.950 -3.640  -0.5582
O 2.127 -1.564 -1.548  -0.6030
H 0.189 -1.598 -0.232  0.2886
H -0.499 -1.196 -4.416  0.6213
H -3.649 -0.291 -1.646  0.6144
O 3.070 -5.358 2.637  -0.3767
S 1.989 -5.678 1.774  1.0448
O 0.798 -6.234 2.306  -0.3769
O 2.116 -5.472 0.377  -0.3421
S 0.890 -3.056 2.187  0.0127


Record 2
Entry from the Open Molecules 2025 dataset: a structure of composition C13H9F6FeN4O9S4 at a distorted geometry (ωB97M-V/def2-TZVPD).

## Properties
Orbital gap (alpha / beta) = 7.06 / 7.03 eV
E_HOMO (alpha / beta) = -2.77 / -2.74 eV
LUMO level (alpha / beta) = 4.29 / 4.29 eV
Total charge = -2
Total energy = -4852.78454 Eh
Expectation value of S² = 8.765
2S+1 = 6
F_max = 0.06355 hartree/bohr

Last column: Mulliken charge in e.
Element x y z (Å)
Fe -0.056 -1.409 0.046  1.4460
O -1.197 4.552 -2.564  -0.5791
C -0.837 3.389 -1.937  1.1586
C 0.100 2.526 -2.488  -0.4377
C 0.411 1.362 -1.801  -0.3452
N -0.149 1.045 -0.645  0.5716
C -1.020 1.881 -0.101  0.3163
C -1.398 3.072 -0.706  -0.9740
C -1.569 1.456 1.244  0.0921
O -1.917 2.289 2.058  -0.7316
O -1.584 0.171 1.401  -0.2174
C 1.470 0.370 -2.303  0.0328
O 2.246 0.769 -3.176  -0.8062
O 1.455 -0.747 -1.736  -0.5940
H -0.709 4.606 -3.395  0.2796
H 0.606 2.729 -3.423  0.3927
H -2.109 3.724 -0.226  0.4983
F -0.707 0.146 3.765  -0.1765
C -1.682 -0.717 4.003  0.6553
F -2.716 -0.049 4.534  -0.2729
F -1.210 -1.503 4.998  -0.2707
S -2.284 -1.924 2.636  1.0876
O -1.075 -2.316 1.948  -0.6472
O -2.848 -2.930 3.495  -0.7492
N -3.448 -1.346 1.761  -0.5415
S -3.162 -0.688 0.342  1.3135
O -2.196 -1.288 -0.571  -0.8580
O -3.677 0.619 0.039  -0.7294
C -4.684 -1.661 -0.376  0.3982
F -4.576 -3.000 -0.280  -0.2578
F -4.905 -1.413 -1.693  -0.2546
F -5.842 -1.340 0.236  -0.2573
S 0.602 -3.471 -0.402  -0.6327
C 4.131 1.129 -0.122  -0.9388
N 4.055 -0.290 -0.287  0.3405
C 4.714 -1.056 -1.217  -0.2560
C 4.261 -2.322 -1.099  -0.6447
N 3.336 -2.349 -0.085  0.2770
C 3.166 -1.082 0.364  -0.1191
S 2.138 -0.569 1.586  -0.4347
H 4.236 1.615 -1.090  0.3532
H 4.969 1.402 0.527  0.3090
H 3.201 1.455 0.346  0.2570
H 5.425 -0.626 -1.892  0.4417
H 4.525 -3.210 -1.638  0.4014
H 2.512 -3.003 -0.076  0.1037


Record 3
Entry from the Open Molecules 2025 dataset: a structure of composition C13H9N4O3S5Ti at a distorted geometry (ωB97M-V/def2-TZVPD).

## Properties
Orbital gap = 7.08 eV
E_HOMO = -11.54 eV
LUMO level = -4.46 eV
Total charge = +1
Total energy = -3785.82706 Eh
F_max = 0.02724 hartree/bohr

Last column: Mulliken charge in e.
Element x y z (Å)
Ti 0.874 1.044 0.158  0.1986
N 8.417 3.032 0.335  -0.4502
C 7.238 2.382 0.440  1.0622
C 6.048 2.980 -0.027  -0.7995
C 4.853 2.323 0.084  -0.5358
C 4.822 1.051 0.663  0.1011
C 5.980 0.440 1.133  -0.5041
C 7.176 1.100 1.020  -0.7642
S 3.337 0.229 0.840  1.9055
O 2.577 0.388 -0.488  -0.5858
O 3.483 -1.120 1.264  -0.5961
N 2.300 1.109 1.706  -0.5682
C 1.434 0.548 2.616  0.6244
N 0.180 0.670 2.125  0.1842
C -0.840 0.198 2.853  0.1813
C -0.596 -0.366 4.078  -0.7958
C 0.731 -0.447 4.491  -0.1134
N 1.755 0.005 3.767  -0.5296
H 8.474 3.936 -0.098  0.1982
H 9.273 2.607 0.643  0.1992
H 6.084 3.963 -0.479  0.3197
H 3.945 2.785 -0.281  0.3557
H 5.933 -0.547 1.575  0.4897
H 8.083 0.631 1.378  0.3122
H -1.833 0.287 2.429  0.3017
H -1.398 -0.746 4.691  0.4028
H 0.983 -0.893 5.446  0.4301
O -4.721 3.091 1.002  -0.4573
C -3.663 2.745 0.588  0.5630
S -2.242 3.825 0.474  -0.0907
C -1.174 2.653 -0.251  0.3738
C -1.669 1.396 -0.486  0.1746
S -0.764 0.034 -1.091  -0.2377
S -3.331 1.101 -0.041  -0.1053
S 0.478 3.141 -0.536  -0.2447


Energy above the lowest of the compared OMol25 structures with the same formula, charge and spin across the listed records, respectively: 38.99, 39.75, 20.32 kJ/mol.